{
  "formula": "CHBr2FO",
  "method": "ωB97M-V with the def2-TZVPD basis set",
  "homo_ha": -0.397,
  "lumo_energy_ev": 0.0,
  "homo_lumo_gap_ha": 0.3968,
  "multiplicity": 1,
  "e_above_lowest_kj_mol": 110.6,
  "symbols": ["C", "O", "F", "Br", "Br", "H"],
  "positions_angstrom": [[-0.040, -0.150, 0.362], [-0.025, 1.156, -0.595], [0.612, 0.004, 1.495], [0.720, -1.580, -0.672], [-2.004, -0.364, 0.515], [0.738, 0.935, -1.105]],
  "lowdin_charge": [-1.236, -0.177, -0.002, 0.737, 0.676, 0.001]
}

***

{
  "formula": "CHBr2NO2",
  "method": "ωB97M-V with the def2-TZVPD basis set",
  "homo_ha": [-0.388, -0.314],
  "lumo_energy_ev": [-0.7, -1.8],
  "homo_lumo_gap_ha": [0.3608, 0.2484],
  "multiplicity": 1,
  "e_above_lowest_kj_mol": 199.8,
  "symbols": ["C", "N", "O", "O", "Br", "Br", "H"],
  "positions_angstrom": [[-0.682, -0.298, 1.053], [0.634, 0.536, -1.344], [1.076, 1.647, -1.522], [0.887, -0.462, -1.879], [0.602, -0.268, 2.449], [-1.146, -1.804, 0.092], [-1.370, 0.649, 1.151]],
  "lowdin_charge": [-1.193, -0.239, 0.073, 0.060, 0.588, 0.674, 0.036]
}

***

{
  "formula": "CHBr2O2S",
  "method": "ωB97M-V with the def2-TZVPD basis set",
  "homo_ha": -0.153,
  "lumo_energy_ev": 3.3,
  "homo_lumo_gap_ha": 0.2729,
  "multiplicity": 1,
  "e_above_lowest_kj_mol": 116.9,
  "total_charge": -1,
  "symbols": ["C", "O", "O", "S", "Br", "Br", "H"],
  "positions_angstrom": [[0.109, 0.218, -0.708], [-1.488, -1.095, 1.134], [0.275, 0.210, 2.130], [-0.022, -0.858, 1.143], [1.371, -0.647, -1.786], [0.511, 2.129, -0.415], [-0.756, 0.043, -1.498]],
  "lowdin_charge": [-1.337, -0.580, -0.593, 0.584, 0.475, 0.448, 0.004]
}

***

{
  "formula": "CHBrCl2S",
  "method": "ωB97M-V with the def2-TZVPD basis set",
  "homo_ha": [-0.351, -0.324],
  "lumo_energy_ev": [-1.2, -2.0],
  "homo_lumo_gap_ha": [0.3056, 0.2502],
  "multiplicity": 1,
  "e_above_lowest_kj_mol": 253.3,
  "symbols": ["C", "S", "Cl", "Cl", "Br", "H"],
  "positions_angstrom": [[1.016, 2.702, 0.095], [1.026, -0.151, -0.202], [-0.505, 2.776, 0.946], [0.923, 3.171, -1.538], [2.528, 2.923, 1.194], [1.114, -0.215, -1.700]],
  "lowdin_charge": [-1.767, 0.228, 0.502, 0.565, 0.642, -0.170]
}

***

{
  "formula": "CHBrCl2S",
  "method": "ωB97M-V with the def2-TZVPD basis set",
  "homo_ha": [-0.318, -0.301],
  "lumo_energy_ev": [-2.2, -2.6],
  "homo_lumo_gap_ha": [0.2376, 0.2070],
  "multiplicity": 1,
  "e_above_lowest_kj_mol": 168.4,
  "symbols": ["C", "S", "Cl", "Cl", "Br", "H"],
  "positions_angstrom": [[-0.024, -0.636, -0.111], [-1.115, 0.316, -0.982], [1.137, -1.680, -0.824], [-0.089, -0.726, 1.615], [1.638, 1.747, 0.149], [-1.547, 0.979, 0.153]],
  "lowdin_charge": [-1.650, 0.737, 0.635, 0.580, -0.252, -0.050]
}

***

{
  "formula": "CHBrCl2S",
  "method": "ωB97M-V with the def2-TZVPD basis set",
  "homo_ha": [-0.330, -0.323],
  "lumo_energy_ev": [-2.5, -2.6],
  "homo_lumo_gap_ha": [0.2365, 0.2268],
  "multiplicity": 1,
  "e_above_lowest_kj_mol": 183.1,
  "symbols": ["C", "S", "Cl", "Cl", "Br", "H"],
  "positions_angstrom": [[0.585, -0.290, -0.028], [-0.651, -0.671, -1.168], [-0.844, 2.136, 0.423], [2.109, 0.124, -0.623], [0.474, -0.880, 1.733], [-1.674, -0.419, -0.337]],
  "lowdin_charge": [-1.678, 0.710, -0.318, 0.664, 0.729, -0.108]
}

***

{
  "formula": "CHBrClF",
  "method": "ωB97M-V with the def2-TZVPD basis set",
  "homo_ha": -0.341,
  "lumo_energy_ev": -2.7,
  "homo_lumo_gap_ha": 0.2412,
  "multiplicity": 1,
  "e_above_lowest_kj_mol": 33.7,
  "symbols": ["C", "F", "Cl", "Br", "H"],
  "positions_angstrom": [[-0.140, 0.562, 0.023], [-0.197, 0.306, 1.288], [-0.256, -2.298, -0.261], [1.593, 0.907, -0.453], [-1.000, 0.523, -0.598]],
  "lowdin_charge": [-0.617, -0.008, -0.310, 0.877, 0.057]
}

***

{
  "formula": "CHBrClNO",
  "method": "ωB97M-V with the def2-TZVPD basis set",
  "smiles": "[O-]/[NH+]=C(/Cl)Br",
  "homo_ha": [-0.325, -0.325],
  "lumo_energy_ev": [0.3, 0.3],
  "homo_lumo_gap_ha": [0.3351, 0.3351],
  "multiplicity": 1,
  "e_above_lowest_kj_mol": 262.5,
  "symbols": ["O", "N", "C", "Cl", "Br", "H"],
  "positions_angstrom": [[0.524, -0.654, -1.570], [0.553, -0.355, -0.363], [-0.460, 0.250, 0.251], [-0.126, 0.526, 1.948], [-2.026, 0.896, -0.466], [1.535, -0.663, 0.200]],
  "lowdin_charge": [-0.127, -0.284, -1.191, 0.573, 0.792, 0.237]
}

***

{
  "formula": "CHBrClNO2",
  "method": "ωB97M-V with the def2-TZVPD basis set",
  "homo_ha": [-0.378, -0.378],
  "lumo_energy_ev": [-4.0, -4.0],
  "homo_lumo_gap_ha": [0.2320, 0.2321],
  "multiplicity": 1,
  "e_above_lowest_kj_mol": 278.0,
  "symbols": ["C", "N", "O", "O", "Cl", "Br", "H"],
  "positions_angstrom": [[0.381, 0.511, -0.205], [-0.599, 1.463, -0.693], [-1.720, 1.021, -0.668], [-0.222, 2.531, -1.049], [-0.241, 1.392, 2.376], [2.095, 0.985, -0.497], [0.056, -0.172, 0.531]],
  "lowdin_charge": [-0.500, -0.540, 0.098, 0.060, -0.082, 0.965, -0.001]
}

***

{
  "formula": "CHBrF2",
  "method": "ωB97M-V with the def2-TZVPD basis set",
  "homo_ha": -0.398,
  "lumo_energy_ev": 0.6,
  "homo_lumo_gap_ha": 0.4195,
  "multiplicity": 1,
  "e_above_lowest_kj_mol": 99.1,
  "symbols": ["C", "F", "F", "Br", "H"],
  "positions_angstrom": [[0.015, -0.026, 0.114], [0.653, 0.431, 1.146], [-0.887, -0.820, 0.520], [-0.674, 1.295, -1.134], [0.892, -0.881, -0.646]],
  "lowdin_charge": [-0.980, 0.053, 0.051, 0.681, 0.195]
}

***

{
  "formula": "CHBrF2OS",
  "method": "ωB97M-V with the def2-TZVPD basis set",
  "homo_ha": -0.382,
  "lumo_energy_ev": -1.3,
  "homo_lumo_gap_ha": 0.3356,
  "multiplicity": 1,
  "e_above_lowest_kj_mol": 134.1,
  "symbols": ["C", "O", "F", "F", "S", "Br", "H"],
  "positions_angstrom": [[-0.540, -0.068, -0.580], [1.470, -1.219, 0.755], [-0.646, -1.305, -1.033], [-1.755, 0.452, -0.531], [0.244, -0.276, 1.150], [0.969, 1.890, 1.239], [0.258, 0.526, -1.001]],
  "lowdin_charge": [-0.634, -0.564, 0.067, 0.073, 0.660, 0.312, 0.086]
}

***

{
  "formula": "CHBrN2",
  "method": "ωB97M-V with the def2-TZVPD basis set",
  "homo_ha": [-0.375, -0.375],
  "lumo_energy_ev": [-3.7, -3.7],
  "homo_lumo_gap_ha": [0.2383, 0.2378],
  "multiplicity": 1,
  "e_above_lowest_kj_mol": 174.4,
  "symbols": ["C", "N", "N", "Br", "H"],
  "positions_angstrom": [[-0.165, 0.767, 0.018], [-0.743, 1.831, 0.049], [0.451, -0.292, -0.057], [-2.854, 0.572, -0.013], [0.093, -1.255, -0.179]],
  "lowdin_charge": [-0.603, 0.011, 0.136, 0.354, 0.102]
}